[1]
Computed, not measured: a structure of composition C21H27MoN2O3Sb, with the ωB97M-V functional and the def2-TZVPD basis.

CARTESIAN COORDINATES (ANGSTROEM)
Mo: -0.109 -0.416 -0.591
C: -4.288 -0.672 -1.591
O: -4.631 -1.559 -0.525
C: -3.762 -2.476 -0.086
C: -4.330 -3.650 0.438
C: -3.558 -4.673 0.938
C: -2.172 -4.565 0.931
C: -1.569 -3.410 0.446
C: -0.138 -3.348 0.449
N: 0.577 -2.339 0.053
N: 1.941 -2.518 0.095
C: 2.552 -1.442 -0.239
O: 1.766 -0.356 -0.537
C: 3.987 -1.275 -0.336
C: 4.539 -0.085 -0.816
C: 5.912 0.035 -0.920
C: 6.733 -1.022 -0.547
C: 6.186 -2.207 -0.067
C: 4.816 -2.339 0.038
C: -2.374 -2.357 -0.049
O: -1.752 -1.213 -0.453
H: -5.233 -0.334 -2.005
H: -3.720 -1.195 -2.363
H: -3.729 0.185 -1.218
H: -5.410 -3.719 0.421
H: -4.031 -5.565 1.322
H: -1.557 -5.372 1.306
H: 0.409 -4.220 0.795
H: 3.899 0.735 -1.113
H: 6.346 0.951 -1.296
H: 7.807 -0.922 -0.631
H: 6.831 -3.025 0.221
H: 4.379 -3.257 0.406
C: 1.664 4.094 -0.720
C: 0.997 3.784 0.613
Sb: -0.384 2.161 0.518
C: -1.329 2.010 2.426
C: -1.962 3.333 2.846
C: -1.974 2.781 -0.769
C: -1.781 2.246 -2.184
H: 2.310 4.965 -0.612
H: 0.933 4.328 -1.496
H: 2.281 3.265 -1.066
H: 0.377 4.614 0.959
H: 1.717 3.558 1.399
H: -0.582 1.672 3.145
H: -2.072 1.216 2.330
H: -1.215 4.115 2.981
H: -2.475 3.208 3.799
H: -2.699 3.682 2.122
H: -2.006 3.871 -0.769
H: -2.900 2.432 -0.310
H: -0.882 2.644 -2.656
H: -2.628 2.498 -2.824
H: -1.708 1.147 -2.204

Atomic forces in eV per Å
-0.011 -0.484 0.150
-0.011 -0.010 -0.039
0.007 0.039 0.010
0.125 0.017 0.007
0.006 -0.011 0.002
-0.094 0.000 -0.006
0.135 0.067 -0.014
-0.216 0.023 -0.043
0.097 0.080 -0.032
-0.296 0.034 -0.074
0.383 0.024 -0.008
0.038 -0.087 -0.004
-0.628 0.190 -0.009
0.076 -0.144 0.052
-0.058 -0.014 0.024
0.047 0.022 -0.012
-0.020 0.009 0.001
-0.015 0.023 -0.010
-0.001 0.002 -0.003
-0.261 -0.396 0.124
0.798 0.554 -0.067
0.004 0.001 -0.011
-0.009 0.009 0.012
0.002 0.033 -0.007
-0.002 0.003 0.001
0.001 0.000 0.001
0.011 0.003 -0.004
0.037 0.012 -0.001
-0.007 -0.008 0.001
0.004 0.001 0.001
0.002 0.006 -0.003
-0.002 -0.003 0.003
-0.007 0.002 0.000
-0.021 -0.066 -0.036
-0.006 -0.021 -0.018
-0.219 0.033 0.074
0.053 0.001 0.041
-0.005 0.029 -0.014
0.059 0.176 -0.010
-0.059 -0.038 -0.020
0.002 0.003 0.009
0.006 0.004 0.001
0.004 0.009 -0.011
0.013 -0.010 0.013
-0.008 -0.055 -0.007
0.019 -0.003 -0.028
0.005 0.011 -0.017
0.002 0.002 -0.004
-0.001 -0.004 0.001
0.000 0.006 0.005
-0.006 -0.007 0.025
0.014 -0.032 -0.030
0.005 -0.020 0.010
0.006 0.016 0.004
-0.001 -0.028 -0.028

## Properties
Relative energy (zero: lowest compared OMol25 entry of this formula, charge and spin): 0.192 eV
Electronic energy: -39713.28799 eV
Multiplicity: 3
LUMO energy (spin up / spin down): -8.69 / -8.37 eV
HOMO (spin up / spin down): -14.162 / -14.197 eV
Charge: +2
Molar mass: 573.158 g mol⁻¹
Gap between HOMO and LUMO (spin up / spin down): 0.20115 / 0.21420 Ha

=====

[2]
Computed, not measured: a cluster of 4 separate species, C4H15NO4S2 in total, with the ωB97M-V functional and the def2-TZVPD basis.

CARTESIAN COORDINATES (ANGSTROEM)
C: -0.304 -1.694 1.491
N: 0.765 -1.580 0.492
C: 0.228 -1.013 -0.755
C: -0.905 -1.744 -1.409
O: -0.691 -2.677 -2.160
C: 1.276 -0.647 -1.838
S: 2.301 0.806 -1.555
S: 1.332 2.500 -1.856
H: -0.291 -2.694 1.956
H: -0.295 -0.946 2.281
H: -1.338 -1.630 1.122
H: 1.154 -2.502 0.332
H: -0.146 -0.033 -0.392
H: -1.966 -1.521 -1.289
H: 1.922 -1.536 -1.850
H: 0.865 -0.623 -2.852
H: 1.170 3.114 -0.674
O: -0.529 2.819 1.527
H: -1.427 2.559 1.831
H: -0.038 1.973 1.742
O: 1.411 1.125 1.947
H: 1.082 0.773 2.793
H: 1.488 0.390 1.310
O: -2.489 1.211 -0.696
H: -2.928 1.972 -1.069
H: -1.645 1.599 -0.427

Atomic forces in eV per Å
-0.859 -1.030 0.525
-0.449 -0.036 -0.538
0.009 2.741 0.454
-0.349 -1.890 -1.070
0.390 0.247 0.305
-0.624 -1.104 0.356
1.763 -1.293 0.830
-1.144 1.184 -1.141
0.296 0.460 0.043
0.518 0.125 0.043
0.311 0.072 -0.497
0.062 0.028 -0.123
-0.288 -0.356 -0.366
-0.112 0.811 0.598
0.579 0.547 -0.171
-0.282 0.153 0.328
-0.017 -0.598 0.539
-1.105 -1.607 0.546
0.537 0.710 -0.360
0.194 1.374 -0.565
-0.102 -0.310 0.286
0.504 -0.173 -0.496
0.075 -0.149 0.411
0.445 -0.113 0.225
-0.475 0.266 -0.290
0.121 -0.060 0.129

## Properties
Relative energy (zero: lowest compared OMol25 entry of this formula, charge and spin): 1.508 eV
Electronic energy: -35740.78692 eV
SMILES: CN[C@H](C=O)CSS.O.O.O
Multiplicity: 1
LUMO energy: 0.36 eV
HOMO: -9.014 eV
Charge: 0
Molar mass: 205.301 g mol⁻¹
Gap between HOMO and LUMO: 0.34449 Ha

=====

[3]
Computed, not measured: the molecule C4H10N2S2, with the ωB97M-V functional and the def2-TZVPD basis.

CARTESIAN COORDINATES (ANGSTROEM)
C: 2.847 0.294 0.405
C: 1.480 -0.129 1.102
N: 0.227 0.688 0.915
C: -0.550 0.476 0.015
N: -1.892 0.816 0.085
S: -2.257 1.875 1.355
S: -0.349 -0.840 -1.195
C: -1.915 -1.557 -1.690
H: 3.338 1.317 0.536
H: 3.643 -0.449 0.672
H: 2.748 0.143 -0.657
H: 1.486 -0.306 2.306
H: 1.198 -1.149 0.870
H: -2.272 1.186 -0.861
H: -1.112 2.725 1.439
H: -2.625 -1.021 -2.431
H: -1.615 -2.561 -2.227
H: -2.380 -1.509 -0.641

Atomic forces in eV per Å
0.250 -0.258 0.808
-0.468 0.331 2.912
4.450 0.915 2.382
-2.930 -3.421 -2.390
-0.939 2.372 -2.342
0.212 1.439 1.006
2.098 0.285 -1.512
-1.475 -0.042 0.072
-1.317 -1.208 0.323
-0.788 0.543 0.162
-0.309 0.126 -0.541
0.745 1.172 -2.638
0.369 -0.273 -0.915
0.895 -0.890 2.092
-1.257 -1.127 -0.436
1.501 -0.415 1.173
-0.808 1.735 1.734
-0.229 -1.280 -1.890

## Properties
Relative energy (zero: lowest compared OMol25 entry of this formula, charge and spin): 2.840 eV
Electronic energy: -28958.16323 eV
SMILES: CC/N=C(/NS)SC
Multiplicity: 1
LUMO energy: 0.60 eV
HOMO: -8.787 eV
Charge: 0
Molar mass: 150.272 g mol⁻¹
Gap between HOMO and LUMO: 0.34485 Ha

=====

[4]
Computed, not measured: the molecule C6H9NO4, with the ωB97M-V functional and the def2-TZVPD basis.

CARTESIAN COORDINATES (ANGSTROEM)
N: 3.726 -0.329 -0.671
C: 2.642 -0.261 -0.319
C: 1.271 -0.169 0.153
O: 1.158 -0.734 1.400
O: 0.429 -0.925 -0.884
C: -0.809 -0.265 -0.987
C: -1.813 -0.827 0.071
O: -1.226 -1.834 0.864
C: -0.512 1.230 -0.814
C: 0.716 1.292 0.114
O: 0.373 1.716 1.401
H: 0.259 -1.142 1.469
H: -1.171 -0.494 -1.997
H: -2.698 -1.221 -0.440
H: -2.130 -0.051 0.771
H: -0.802 -2.472 0.271
H: -1.341 1.771 -0.362
H: -0.274 1.689 -1.773
H: 1.482 1.965 -0.298
H: 0.720 1.061 2.032

Atomic forces in eV per Å
0.530 0.049 -0.221
0.038 -0.251 0.109
-1.875 -0.782 -1.558
0.135 -0.231 0.171
1.829 0.946 1.543
-0.480 0.345 -0.053
-0.173 0.337 -0.338
0.125 -0.481 0.281
0.185 -0.188 -0.025
0.011 0.045 -0.308
-0.123 -0.028 0.411
0.088 0.028 -0.125
-0.023 0.101 0.210
0.023 0.082 0.080
0.018 -0.034 -0.114
-0.037 0.048 0.076
-0.014 0.082 -0.010
-0.027 -0.060 -0.018
-0.152 -0.191 0.055
-0.080 0.183 -0.166

## Properties
Relative energy (zero: lowest compared OMol25 entry of this formula, charge and spin): 2.108 eV
Electronic energy: -16046.78143 eV
SMILES: N#C[C@]1(O)O[C@@H](CO)C[C@H]1O
Multiplicity: 1
LUMO energy: 0.53 eV
HOMO: -10.792 eV
Charge: 0
Molar mass: 159.141 g mol⁻¹
Gap between HOMO and LUMO: 0.41607 Ha

=====

[5]
Computed, not measured: a structure of composition C22H33AuN3O2S2, with the ωB97M-V functional and the def2-TZVPD basis.

CARTESIAN COORDINATES (ANGSTROEM)
Au: 2.928 -4.031 -1.239
C: 3.320 -5.047 -5.441
S: 3.273 -3.564 -4.438
C: 2.224 -2.499 -5.423
O: 2.346 -3.827 -3.235
H: 4.182 -4.831 -6.117
H: 2.396 -5.105 -6.064
H: 3.483 -5.932 -4.797
H: 2.490 -2.562 -6.515
H: 2.296 -1.503 -4.969
H: 1.213 -2.874 -5.219
C: 2.032 5.246 0.946
C: 2.302 4.001 0.066
N: 3.403 4.241 -0.880
C: 4.671 4.467 -0.264
C: 4.517 5.516 0.884
N: 3.225 6.246 0.613
C: 3.248 6.705 -0.809
C: 3.125 5.460 -1.686
H: 2.083 5.056 2.036
H: 1.137 5.789 0.726
H: 1.474 3.835 -0.627
H: 2.549 3.108 0.553
H: 5.441 4.863 -1.007
H: 5.074 3.571 0.236
H: 5.367 6.252 0.863
H: 4.422 4.973 1.816
H: 3.202 6.981 1.328
H: 4.179 7.317 -0.892
H: 2.379 7.448 -0.881
H: 3.863 5.465 -2.526
H: 2.127 5.362 -2.194
C: 5.117 -4.579 0.952
C: 3.776 -3.861 0.672
O: 3.336 -3.067 1.419
H: 5.462 -4.897 -0.003
H: 4.758 -5.415 1.577
H: 5.889 -4.008 1.508
N: -3.346 0.187 3.222
S: -3.657 -0.934 2.199
C: -4.126 -2.325 3.138
C: -4.345 -3.531 2.349
C: -4.692 -4.700 2.962
C: -4.862 -4.689 4.323
C: -4.589 -3.551 5.147
C: -4.222 -2.406 4.528
C: -5.025 -0.648 0.926
C: -4.578 -0.397 -0.338
C: -5.601 -0.132 -1.306
C: -6.945 -0.107 -0.943
C: -7.338 -0.406 0.381
C: -6.410 -0.639 1.342
H: -3.336 1.152 2.871
H: -4.195 -3.454 1.250
H: -5.253 -5.540 2.557
H: -5.313 -5.562 4.772
H: -4.913 -3.593 6.210
H: -4.137 -1.544 5.209
H: -3.537 -0.465 -0.700
H: -5.277 0.180 -2.319
H: -7.631 0.115 -1.616
H: -8.383 -0.516 0.505
H: -6.599 -0.792 2.358

Atomic forces in eV per Å
0.456 0.207 0.524
-0.287 0.375 -0.861
0.456 0.168 0.112
-0.142 -0.293 -0.358
-0.362 -0.302 0.172
-0.509 -0.535 0.471
0.632 -0.264 0.655
-0.023 0.554 -0.440
-0.201 0.295 1.190
0.176 -0.168 -0.505
0.146 -0.006 -0.353
1.920 0.366 0.158
0.005 1.534 -1.998
-0.423 0.886 -1.046
1.781 0.507 0.798
0.777 0.113 -0.937
-0.138 -1.546 1.696
-1.253 2.406 0.577
-0.123 -0.987 -1.378
0.061 0.146 -0.610
-0.566 0.174 -0.267
-0.335 -0.186 0.581
0.039 -1.153 1.257
-1.136 -0.827 0.770
-0.127 0.106 -0.602
-0.954 -0.667 0.389
0.072 0.419 0.403
-0.334 0.239 -0.719
-0.625 -0.686 -0.272
1.150 -1.106 -0.303
-0.515 0.236 0.755
0.801 0.197 0.768
-0.657 -0.221 0.457
0.900 0.605 0.107
-0.643 0.052 -0.151
0.590 -0.630 -0.404
0.453 -0.024 -0.340
-0.893 0.061 -0.351
0.117 0.949 0.648
-1.216 -0.445 -1.267
-0.136 -2.984 -0.796
1.116 2.590 -0.824
-1.681 -0.262 0.666
0.185 0.973 2.159
-1.468 -2.832 -0.340
0.178 2.465 0.605
-0.229 0.133 1.795
-0.793 -0.102 -1.715
0.628 0.728 0.135
4.063 -1.208 3.128
0.276 0.019 -1.624
2.815 0.067 -1.032
-0.139 -0.399 -0.121
-0.406 -0.157 0.823
1.039 0.047 -1.066
0.128 -0.066 0.206
0.750 0.177 -0.859
0.216 -0.061 -0.859
-0.627 0.138 0.636
-0.400 -0.504 0.707
-3.091 0.905 -3.033
-0.869 0.180 0.784
-0.628 -0.393 1.298

## Properties
Relative energy (zero: lowest compared OMol25 entry of this formula, charge and spin): 0.601 eV
Electronic energy: -57246.91170 eV
Multiplicity: 3
LUMO energy (spin up / spin down): -6.23 / -9.35 eV
HOMO (spin up / spin down): -15.490 / -15.639 eV
Charge: +3
Molar mass: 632.626 g mol⁻¹
Gap between HOMO and LUMO (spin up / spin down): 0.34020 / 0.23114 Ha